# 1
Computed, not measured: C5H11N2O as an isolated structure at a distorted geometry, with the ωB97M-V functional and the def2-TZVPD basis.

The geometry in ORCA input format:
```
! RIJCOSX wB97M-V def2-TZVPD def2/J DEFGRID3
* xyz 1 1
C -1.43 1.12 -0.33
C 0.82 0.44 0.96
C 2.02 -0.05 1.64
C -0.36 -1.71 -0.57
C 0.39 -0.41 -0.74
N -2.11 2.30 -0.28
N -0.45 0.74 -1.09
O 0.02 1.28 1.30
H -1.77 0.21 0.24
H 1.79 -0.96 2.14
H 2.55 0.50 2.38
H 2.80 -0.32 0.80
H -1.19 -1.55 0.19
H -0.69 -2.24 -1.45
H 0.41 -2.49 -0.25
H 1.29 -0.45 -1.37
H -2.78 2.41 0.43
H -1.98 2.91 -0.97
H 0.03 1.27 -1.79
*
```

The LUMO energy comes out at -3.0 eV. The energy above the lowest of the compared OMol25 structures with the same formula, charge and spin comes out at 2.763 eV. The total energy comes out at -10382.842 eV.

---

# 2
Computed, not measured: an isolated ion of composition C5H11N2O and charge +1 at a distorted geometry, with the ωB97M-V functional and the def2-TZVPD basis.

The geometry in ORCA input format:
```
! RIJCOSX wB97M-V def2-TZVPD def2/J DEFGRID3
* xyz 1 3
C 0.22 0.37 -0.46
C 0.10 0.14 1.87
C 0.92 -0.35 0.66
C 0.85 -1.87 0.45
C -1.88 1.68 -0.71
N -0.87 0.93 -0.02
N 0.62 0.39 -1.72
O -1.08 0.74 1.33
H -0.21 -0.67 2.53
H 0.64 0.89 2.45
H 1.96 -0.04 0.73
H -0.17 -2.20 0.36
H 1.31 -2.36 1.30
H 1.40 -2.16 -0.44
H -2.50 1.02 -1.33
H -1.43 2.46 -1.33
H -2.52 2.15 0.04
H 1.49 -0.05 -1.98
H 0.09 0.84 -2.45
*
```

The expectation value of S² is 2.0070. The LUMO energy (spin up / spin down) comes out at -2.8 / -7.2 eV. The energy above the lowest of the compared OMol25 structures with the same formula, charge and spin comes out at 3.056 eV. The total energy comes out at -10379.164 eV.

---

# 3
Computed, not measured: an isolated ion of composition C5H11N2O2 and charge -1 at a distorted geometry, with the ωB97M-V functional and the def2-TZVPD basis.

The geometry in ORCA input format:
```
! RIJCOSX wB97M-V def2-TZVPD def2/J DEFGRID3
* xyz -1 1
C -1.15 1.58 -0.88
C -0.99 0.21 -0.32
C -1.29 0.27 1.23
C 0.39 -0.29 -0.42
C 0.42 -1.73 0.15
N 1.36 0.57 0.20
N 2.57 0.16 0.10
O 2.91 -0.85 -0.55
O 3.41 0.81 0.71
H -0.51 2.31 -0.49
H -2.10 2.06 -0.79
H -1.06 1.60 -1.97
H -1.67 -0.58 -0.87
H -0.34 0.65 1.56
H -1.65 -0.73 1.43
H -2.14 0.93 1.38
H 0.51 -0.57 -1.53
H 0.68 -1.76 1.28
H -0.58 -2.24 0.00
H 1.25 -2.38 -0.23
*
```

The LUMO energy comes out at 3.9 eV. Its SMILES is CC(C)[C@H](C)N=[N+]([O-])[O-]. The energy above the lowest of the compared OMol25 structures with the same formula, charge and spin comes out at 2.298 eV. The total energy comes out at -12435.796 eV.

---

# 4
Computed, not measured: a 2-piece molecular cluster, C5H11N2O2 overall at a distorted geometry, with the ωB97M-V functional and the def2-TZVPD basis.

The geometry in ORCA input format:
```
! RIJCOSX wB97M-V def2-TZVPD def2/J DEFGRID3
* xyz -1 1
C -0.05 -2.19 -1.28
C -0.37 -0.40 2.40
C -0.69 -0.78 -1.11
C 0.30 0.85 1.97
C 0.17 0.36 -0.91
N -0.24 1.60 -1.30
N 0.66 2.55 -1.39
O 1.77 2.40 -0.81
O 0.40 3.58 -2.02
H 0.45 -2.09 -0.38
H 0.52 -2.26 -2.23
H -0.70 -3.03 -1.17
H -0.53 -0.35 3.47
H 0.37 -1.29 2.21
H -1.41 -0.54 1.92
H -1.36 -0.85 -0.29
H -1.45 -0.39 -1.87
H -0.35 1.68 2.14
H 1.20 0.99 1.43
H 1.32 0.15 -0.79
*
```

The LUMO energy (spin up / spin down) comes out at 3.7 / 3.6 eV. The energy above the lowest of the compared OMol25 structures with the same formula, charge and spin comes out at 5.435 eV. The total energy comes out at -12432.659 eV.

---

# 5
Computed, not measured: a 2-piece molecular cluster, C5H11N2O2S overall at a distorted geometry, with the ωB97M-V functional and the def2-TZVPD basis.

The geometry in ORCA input format:
```
! RIJCOSX wB97M-V def2-TZVPD def2/J DEFGRID3
* xyz 1 1
C 0.58 1.89 -0.34
C 0.15 -0.91 0.44
C 1.61 2.20 -1.34
C -1.60 -0.75 -1.30
C 1.09 -2.97 1.95
N -0.39 2.43 0.24
N -0.91 -1.42 -0.20
O -1.08 1.69 1.17
O -0.75 3.60 0.04
S 1.25 -1.19 1.52
H 1.72 3.22 -1.31
H 2.53 1.78 -1.16
H 1.27 1.90 -2.27
H -2.58 -0.23 -0.96
H -0.93 -0.05 -1.92
H -1.86 -1.57 -1.99
H 0.15 -3.16 1.50
H 1.19 -3.36 2.93
H 1.83 -3.41 1.28
H -1.72 2.31 1.48
H -1.54 -2.01 0.26
*
```

The LUMO energy (spin up / spin down) comes out at -6.1 / -4.6 eV. The energy above the lowest of the compared OMol25 structures with the same formula, charge and spin comes out at 8.451 eV. The total energy comes out at -23258.141 eV.

---

# 6
Computed, not measured: C5H11N2OS as an isolated structure at a distorted geometry, with the ωB97M-V functional and the def2-TZVPD basis.

The geometry in ORCA input format:
```
! RIJCOSX wB97M-V def2-TZVPD def2/J DEFGRID3
* xyz 1 1
C 0.52 -1.29 0.82
C -0.95 -0.99 0.49
C 1.33 -0.02 0.63
C -1.25 -0.04 -0.74
C 1.20 0.47 -0.81
N -0.53 2.15 -0.92
N -0.18 0.88 -1.00
O 0.27 3.05 -1.01
S -2.61 3.21 -0.87
H 0.74 -1.71 1.77
H 0.67 -2.09 0.07
H -1.68 -1.82 0.42
H -1.37 -0.36 1.42
H 1.06 0.70 1.30
H 2.47 -0.24 0.85
H -1.23 -0.77 -1.68
H -2.31 0.49 -0.67
H 1.83 1.33 -1.21
H 1.44 -0.25 -1.48
H -2.23 4.29 -1.58
*
```

The LUMO energy (spin up / spin down) comes out at -7.5 / -7.5 eV. The energy above the lowest of the compared OMol25 structures with the same formula, charge and spin comes out at 6.115 eV. The total energy comes out at -21213.702 eV.

---

# 7
Computed, not measured: an isolated ion of composition C5H11N2S and charge +1 at a distorted geometry, with the ωB97M-V functional and the def2-TZVPD basis.

The geometry in ORCA input format:
```
! RIJCOSX wB97M-V def2-TZVPD def2/J DEFGRID3
* xyz 1 1
C -0.87 -0.72 0.56
C -0.13 0.23 -1.51
C -1.61 -0.05 -1.63
C 1.77 1.25 1.21
C 1.55 -0.13 0.41
N 0.21 -0.33 -0.07
N -1.93 -0.64 -0.28
S -0.87 -1.21 2.21
H 0.44 -0.29 -2.29
H 0.18 1.27 -1.53
H -2.07 0.83 -1.62
H -1.83 -0.74 -2.53
H 0.89 1.53 1.82
H 2.67 1.24 1.86
H 2.16 2.07 0.57
H 2.24 -0.19 -0.48
H 1.80 -0.92 1.02
H -2.76 -1.05 -0.06
H -1.83 -2.16 2.34
*
```

The LUMO energy comes out at -3.4 eV. The energy above the lowest of the compared OMol25 structures with the same formula, charge and spin comes out at 1.321 eV. The total energy comes out at -19171.565 eV.

---

# 8
Computed, not measured: an isolated ion of composition C5H11N2S and charge +1 at a distorted geometry, with the ωB97M-V functional and the def2-TZVPD basis.

The geometry in ORCA input format:
```
! RIJCOSX wB97M-V def2-TZVPD def2/J DEFGRID3
* xyz 1 1
C -0.86 -0.93 1.01
C 0.07 0.38 1.31
N 0.89 0.48 0.16
C 0.74 1.39 -0.91
C -0.39 1.03 -1.82
S -0.01 -0.73 -2.16
C 0.92 -0.93 -0.59
N 0.20 -1.74 0.35
H -1.09 -1.54 1.90
H -1.69 -0.92 0.38
H -0.29 1.40 1.44
H 0.76 0.06 2.09
H 1.74 1.35 -1.34
H 0.57 2.46 -0.51
H -1.27 1.22 -1.22
H -0.31 1.74 -2.65
H 1.91 -1.47 -0.69
H 0.95 -2.04 0.97
H -0.13 -2.50 -0.27
*
```

The LUMO energy comes out at -3.4 eV. Its SMILES is C1CN2CCS[C@@H]2[NH2+]1. The energy above the lowest of the compared OMol25 structures with the same formula, charge and spin comes out at 2.457 eV. The total energy comes out at -19170.429 eV.

---

# 9
Computed, not measured: a 2-piece molecular cluster, C5H11N3 overall at a distorted geometry, with the ωB97M-V functional and the def2-TZVPD basis.

The geometry in ORCA input format:
```
! RIJCOSX wB97M-V def2-TZVPD def2/J DEFGRID3
* xyz 0 1
H 2.18 0.05 1.29
N 2.12 -0.79 0.72
C 0.93 -0.97 0.26
C -0.53 -0.78 1.24
N -1.55 -1.75 0.94
H 0.75 -1.81 -0.42
H -0.11 -0.98 2.23
H -0.93 0.24 1.28
H -1.26 -2.70 1.14
H -2.46 -1.33 0.77
C -1.71 0.27 -2.02
C -0.70 0.46 -1.37
N 0.67 0.75 -1.10
C 0.93 2.01 -0.41
H -2.70 0.00 -2.29
H 1.44 0.32 -1.63
H 1.93 2.38 -0.62
H 0.84 1.86 0.67
H 0.18 2.77 -0.67
*
```

The LUMO energy comes out at 0.9 eV. Its SMILES is [H]/N=C\CN.C#CNC. The energy above the lowest of the compared OMol25 structures with the same formula, charge and spin comes out at 5.594 eV. The total energy comes out at -9828.312 eV.

---

# 10
Computed, not measured: one molecule with the formula C5H11N3 at a distorted geometry, with the ωB97M-V functional and the def2-TZVPD basis.

The geometry in ORCA input format:
```
! RIJCOSX wB97M-V def2-TZVPD def2/J DEFGRID3
* xyz 0 1
H 2.69 1.27 -0.51
N 2.33 1.87 0.25
C 1.12 1.50 0.53
C 0.22 0.67 -0.47
N 0.89 0.55 -1.72
C 0.52 -0.52 0.59
C -0.85 -1.13 0.18
C -2.06 -0.71 0.98
N -0.95 -2.15 -0.61
H -0.05 -2.39 -1.04
H 0.56 2.04 1.30
H -0.76 1.15 -0.48
H 0.46 -0.15 -2.34
H 1.19 1.45 -2.10
H 1.31 -1.20 0.26
H 0.49 -0.40 1.67
H -1.80 -0.12 1.86
H -2.71 -0.11 0.34
H -2.61 -1.60 1.31
*
```

The LUMO energy comes out at 0.9 eV. Its SMILES is [H]/N=C\[C@@H](N)C/C(C)=N\[H]. The energy above the lowest of the compared OMol25 structures with the same formula, charge and spin comes out at 3.190 eV. The total energy comes out at -9830.716 eV.